No. 1
C6H11NO | wB97M-V/def2-TZVPD

## Properties
ΔE to the lowest compared entry with this formula, charge and spin	45.1	kcal/mol
HOMO-LUMO gap	8.39	eV
E_HOMO	-7.425	eV

Each line ends with the Löwdin charge.
Atoms and positions in Å:
C -1.19407 0.45535 0.44397  -0.21
C -1.59029 1.44934 -0.63782  -0.11
C 0.01659 -1.71009 1.10012  -0.08
C 1.37228 1.17541 0.33707  -0.16
C 1.19504 0.02177 -0.27099  -0.33
N 2.18067 -0.61043 -1.06572  0.08
C -0.09940 -0.68466 -0.02013  -0.31
O 1.62567 2.25906 0.72240  0.15
H 2.97040 -0.01335 -1.27382  0.09
H 1.86591 -1.18279 -1.84113  0.09
H -0.91945 0.95042 1.37635  0.11
H -2.06202 -0.15969 0.69068  0.10
H -0.42096 -1.17207 -0.94759  0.14
H -2.46620 2.01793 -0.32914  0.07
H -1.83309 0.93720 -1.56831  0.07
H -0.79321 2.15747 -0.85055  0.06
H -0.92556 -2.23680 1.24397  0.07
H 0.79540 -2.43061 0.85435  0.08
H 0.28230 -1.22348 2.03630  0.08


No. 2
C22H21ClNO5S2 | wB97M-V/def2-TZVPD

## Properties
HOMO-LUMO gap	5.20	eV
total charge	-1
E_HOMO	-2.775	eV

Each line ends with the Löwdin charge.
Atoms and positions in Å:
C -5.70454 -3.49585 2.35429  -0.07
O -5.67545 -2.03627 2.44031  -0.11
C -4.44771 -1.43748 2.37510  -0.27
C -4.45886 -0.02321 2.26018  -0.01
C -3.29181 0.64666 1.93662  -0.02
C -2.07404 -0.05620 1.80311  -0.25
C -0.78152 0.58636 1.59545  -0.23
N 0.26720 -0.09331 1.92318  -0.06
S 1.77608 0.68498 2.19274  0.65
C 2.91881 -0.69226 2.21996  -0.27
C 3.39385 -1.16838 3.44833  -0.05
C 4.38589 -2.14594 3.47644  -0.05
C 4.92265 -2.65587 2.29008  -0.28
C 6.01880 -3.68163 2.34417  -0.06
C 4.42126 -2.19013 1.06842  -0.04
C 3.43146 -1.20866 1.02624  -0.04
O 2.09856 1.56172 1.09823  -0.29
O 1.71817 1.15904 3.55045  -0.32
C -2.06389 -1.44236 2.02549  -0.03
C -3.22471 -2.15013 2.31353  -0.02
H -6.77416 -3.73288 2.33932  0.08
H -5.21650 -3.88028 1.43092  0.10
H -5.21879 -3.93410 3.25082  0.09
H -5.41205 0.49492 2.37281  0.11
H -3.28151 1.72728 1.78623  0.12
H -0.76402 1.64544 1.36535  0.12
H 2.99852 -0.75648 4.37021  0.11
H 4.76056 -2.51232 4.43761  0.11
H 6.32730 -3.97550 1.33719  0.07
H 6.89721 -3.29054 2.87305  0.08
H 5.69202 -4.58200 2.87891  0.08
H 4.82857 -2.59498 0.13622  0.11
H 3.06247 -0.82194 0.08061  0.12
H -1.10834 -1.95368 1.98386  0.11
H -3.18687 -3.23194 2.43646  0.10
Cl -1.15313 0.38845 -1.19084  0.63
C -1.14466 1.84391 -1.95744  -0.87
S 0.29787 2.54786 -2.62381  0.53
C -0.16749 3.05275 -4.30218  -0.28
C 0.05883 2.17627 -5.36057  -0.07
C -0.13058 2.60688 -6.67753  -0.10
C -0.61052 3.89922 -6.92032  -0.12
C -0.94183 4.73893 -5.84962  -0.10
C -0.74082 4.30015 -4.53475  -0.07
O 0.65099 3.78773 -1.96909  -0.37
O 1.30768 1.54484 -2.87240  -0.38
H -2.06271 2.33306 -2.20257  -0.01
H 0.41120 1.16808 -5.17759  0.11
H 0.09977 1.93287 -7.50225  0.09
H -0.75262 4.24026 -7.94293  0.09
H -1.34914 5.73255 -6.03379  0.09
H -1.00742 4.94406 -3.70420  0.11


No. 3
C3H3N3OS | wB97M-V/def2-TZVPD

## Properties
ΔE to the lowest compared entry with this formula, charge and spin	53.3	kcal/mol
HOMO-LUMO gap	8.21	eV
E_HOMO	-8.591	eV

Each line ends with the Löwdin charge.
Atoms and positions in Å:
C 0.62278 -0.62580 -0.03652  -0.47
C -1.64757 -0.95516 0.02018  -0.18
C -0.96818 1.14526 -0.02266  -0.15
H 2.60353 1.23241 -0.01556  -0.16
H -2.45856 -1.71447 0.04501  0.13
H -1.05280 2.23117 0.02721  0.14
N 1.84362 -1.00936 -0.00012  -0.34
N -0.47951 -1.48138 -0.01741  0.15
N -1.97481 0.38991 -0.00910  0.11
O 0.36476 0.77475 0.00862  0.00
S 3.14675 0.01267 0.00036  0.76


No. 4
C23H23AuBrN2O4PS2 | wB97M-V/def2-TZVPD

## Properties
⟨S²⟩	0.79
HOMO-LUMO gap (alpha / beta)	5.62 / 6.40	eV
total charge	-1
E_HOMO (alpha / beta)	-3.541 / -4.331	eV
multiplicity	2

Each line ends with the Mulliken spin population.
Atoms and positions in Å:
Au 0.89680 0.64320 -0.10640  0.00
C 4.10560 -2.16160 5.00900  0.00
C 2.93510 -1.37090 4.45270  0.00
O 3.00920 -1.32450 3.03170  0.00
P 2.01250 -0.34160 2.24280  0.00
S 2.30900 -1.07170 0.38030  0.00
S 0.25130 -0.24310 3.12580  0.00
O 2.82270 1.05810 2.45300  0.00
C 2.18590 2.32490 2.48360  0.00
C 2.75830 3.25030 1.42220  0.00
H 3.94530 -2.32260 6.07290  0.00
H 5.03760 -1.62160 4.86570  0.00
H 4.18420 -3.12110 4.50540  0.00
H 2.94320 -0.34810 4.84640  0.00
H 1.98500 -1.84190 4.73310  0.00
H 2.34540 2.74240 3.48470  0.00
H 1.10610 2.19770 2.33620  0.00
H 3.83310 3.35900 1.54970  0.00
H 2.28440 4.22620 1.49740  0.00
H 2.55860 2.84790 0.43100  0.00
N -0.13920 2.20230 -0.37060  0.00
C -1.21270 2.90200 -0.30460  0.01
C -1.06490 4.36210 -0.33730  0.00
C -1.94090 5.22250 0.33270  0.00
C -1.68360 6.57790 0.38260  0.00
C -0.55250 7.10680 -0.22610  0.00
C 0.32900 6.25790 -0.87960  0.00
C 0.08110 4.90420 -0.93190  0.00
C -2.50880 2.30470 -0.19400  -0.01
C -2.56880 0.97090 0.49580  -0.01
C -3.98120 0.37840 0.69130  0.00
C -5.09000 1.07740 -0.01660  -0.01
C -4.89730 2.24610 -0.67370  0.00
C -3.63860 2.86850 -0.75400  0.00
H -2.80850 4.81950 0.83520  0.00
H -2.36410 7.23340 0.90970  0.00
H -0.35660 8.16790 -0.18470  0.00
H 1.21680 6.65630 -1.35140  0.00
H 0.75950 4.22930 -1.43170  0.00
H -2.04410 1.04480 1.46340  0.00
H -4.21900 0.29180 1.76370  0.01
H -6.04630 0.58330 0.02710  0.00
H -5.74020 2.73070 -1.14560  0.00
H -3.54450 3.80030 -1.29150  0.00
Br 1.26460 -4.59080 -1.50890  0.00
C -0.53110 -4.05560 -1.17630  -0.08
C -1.52570 -5.03440 -1.20740  0.24
N -2.80340 -4.73370 -0.98670  -0.08
C -3.12060 -3.50330 -0.69450  0.16
C -2.18540 -2.42560 -0.62260  -0.03
C -0.82800 -2.74430 -0.92070  0.18
C -2.61620 -1.16370 -0.24300  0.39
O -3.86350 -0.97470 0.21470  0.05
O -1.86240 -0.05860 -0.23320  0.06
H -1.30370 -6.06690 -1.42520  0.02
H -4.16500 -3.30340 -0.50340  0.03
H -0.07220 -1.97410 -0.90310  0.06


No. 5
C3H3F2N | wB97M-V/def2-TZVPD

## Properties
ΔE to the lowest compared entry with this formula, charge and spin	100.5	kcal/mol
HOMO-LUMO gap (alpha / beta)	8.11 / 9.26	eV
E_HOMO (alpha / beta)	-9.328 / -9.472	eV

Each line ends with the Löwdin charge.
Atoms and positions in Å:
C 2.03951 -0.96773 -0.99702  -0.26
C -0.82755 -0.77087 0.19328  -0.03
C 1.66740 0.31248 -0.73222  -0.11
N 2.35756 -2.07554 -1.10940  0.18
F -0.22419 -1.34971 1.21657  -0.05
F 1.17754 1.06624 -1.77960  0.01
H -1.26139 -1.44091 -0.51232  0.06
H -1.46489 0.02041 0.63703  0.08
H 1.92581 0.72831 0.23713  0.12


No. 6
C6H11N | wB97M-V/def2-TZVPD

## Properties
ΔE to the lowest compared entry with this formula, charge and spin	46.4	kcal/mol
HOMO-LUMO gap	8.29	eV
E_HOMO	-7.307	eV

Each line ends with the Löwdin charge.
Atoms and positions in Å:
C 0.33108 1.53912 0.92200  -0.07
N 1.97793 -0.01478 -0.88095  0.10
C 0.60832 -0.31147 -0.78832  -0.33
C -0.13879 0.37033 0.11742  -0.27
C -1.30827 -0.39389 0.61528  -0.14
C -1.64383 -0.32014 1.93205  -0.03
C 0.04514 -1.24226 -1.85720  -0.03
H 1.32767 1.32961 1.35138  0.08
H -0.34666 1.74882 1.74354  0.06
H 0.36698 2.49277 0.38372  0.08
H 2.27038 0.76036 -0.30825  0.06
H 2.42984 0.02186 -1.77755  0.08
H -1.90654 -0.97384 -0.07797  0.09
H -2.61755 -0.59695 2.31502  0.04
H -0.87205 -0.33198 2.69018  0.06
H -1.00867 -0.95759 -1.83979  0.06
H 0.11458 -2.31208 -1.73125  0.08
H 0.37043 -0.80787 -2.80931  0.08


Repeat the fourth record exactly.
C23H23AuBrN2O4PS2 | wB97M-V/def2-TZVPD

## Properties
⟨S²⟩	0.79
HOMO-LUMO gap (alpha / beta)	5.62 / 6.40	eV
total charge	-1
E_HOMO (alpha / beta)	-3.541 / -4.331	eV
multiplicity	2

Each line ends with the Mulliken spin population.
Atoms and positions in Å:
Au 0.89680 0.64320 -0.10640  0.00
C 4.10560 -2.16160 5.00900  0.00
C 2.93510 -1.37090 4.45270  0.00
O 3.00920 -1.32450 3.03170  0.00
P 2.01250 -0.34160 2.24280  0.00
S 2.30900 -1.07170 0.38030  0.00
S 0.25130 -0.24310 3.12580  0.00
O 2.82270 1.05810 2.45300  0.00
C 2.18590 2.32490 2.48360  0.00
C 2.75830 3.25030 1.42220  0.00
H 3.94530 -2.32260 6.07290  0.00
H 5.03760 -1.62160 4.86570  0.00
H 4.18420 -3.12110 4.50540  0.00
H 2.94320 -0.34810 4.84640  0.00
H 1.98500 -1.84190 4.73310  0.00
H 2.34540 2.74240 3.48470  0.00
H 1.10610 2.19770 2.33620  0.00
H 3.83310 3.35900 1.54970  0.00
H 2.28440 4.22620 1.49740  0.00
H 2.55860 2.84790 0.43100  0.00
N -0.13920 2.20230 -0.37060  0.00
C -1.21270 2.90200 -0.30460  0.01
C -1.06490 4.36210 -0.33730  0.00
C -1.94090 5.22250 0.33270  0.00
C -1.68360 6.57790 0.38260  0.00
C -0.55250 7.10680 -0.22610  0.00
C 0.32900 6.25790 -0.87960  0.00
C 0.08110 4.90420 -0.93190  0.00
C -2.50880 2.30470 -0.19400  -0.01
C -2.56880 0.97090 0.49580  -0.01
C -3.98120 0.37840 0.69130  0.00
C -5.09000 1.07740 -0.01660  -0.01
C -4.89730 2.24610 -0.67370  0.00
C -3.63860 2.86850 -0.75400  0.00
H -2.80850 4.81950 0.83520  0.00
H -2.36410 7.23340 0.90970  0.00
H -0.35660 8.16790 -0.18470  0.00
H 1.21680 6.65630 -1.35140  0.00
H 0.75950 4.22930 -1.43170  0.00
H -2.04410 1.04480 1.46340  0.00
H -4.21900 0.29180 1.76370  0.01
H -6.04630 0.58330 0.02710  0.00
H -5.74020 2.73070 -1.14560  0.00
H -3.54450 3.80030 -1.29150  0.00
Br 1.26460 -4.59080 -1.50890  0.00
C -0.53110 -4.05560 -1.17630  -0.08
C -1.52570 -5.03440 -1.20740  0.24
N -2.80340 -4.73370 -0.98670  -0.08
C -3.12060 -3.50330 -0.69450  0.16
C -2.18540 -2.42560 -0.62260  -0.03
C -0.82800 -2.74430 -0.92070  0.18
C -2.61620 -1.16370 -0.24300  0.39
O -3.86350 -0.97470 0.21470  0.05
O -1.86240 -0.05860 -0.23320  0.06
H -1.30370 -6.06690 -1.42520  0.02
H -4.16500 -3.30340 -0.50340  0.03
H -0.07220 -1.97410 -0.90310  0.06


> What is the formula in the fifth record?

C3H3F2N